No. 1
C2H3ClO as an isolated structure in a non-equilibrium geometry. Source: the OMol25 dataset; level of theory: ωB97M-V with the def2-TZVPD basis set.

Geometry (Å):
C 0.7290 0.1410 -0.0084
C -0.7579 -0.1145 -0.0502
O 1.2665 1.8350 0.2741
Cl 1.8274 -0.9809 -0.1094
H -1.1682 0.3274 -0.9084
H -0.8384 -1.1613 -0.2021
H -1.0583 -0.0467 1.0042

HOMO-LUMO gap (spin up / spin down) in eV: 9.901 / 7.839
Charge: 0
Maximum force in eV Å⁻¹: 9.49
Molecular weight in g/mol: 78.5
Highest occupied orbital energy (spin up / spin down) in eV: -10.415 / -8.852

=====

No. 2
An isolated molecule of C19H23N3O3S2 in a non-equilibrium geometry. Source: the OMol25 dataset; level of theory: ωB97M-V with the def2-TZVPD basis set.

Geometry (Å):
C -4.5255 -2.1192 0.5456
H -4.0661 -1.1671 0.7988
H -5.5506 -1.9739 0.2190
H -4.5001 -2.8175 1.3771
S -3.6494 -2.8182 -0.8807
C -1.9613 -2.7625 -0.3971
C -1.0236 -3.0601 -1.3892
C 0.3246 -3.0230 -1.1007
C 0.7381 -2.6942 0.1789
C -0.1806 -2.4135 1.1713
C -1.5345 -2.4534 0.8910
H -2.2406 -2.2340 1.6727
H 0.1753 -2.1839 2.1631
S 2.4835 -2.5129 0.5139
O 2.7420 -2.7641 1.8994
O 3.2247 -3.2348 -0.4781
N 2.7781 -0.8907 0.2436
C 2.5576 -0.4562 -1.1123
C 3.2565 0.8854 -1.3359
H 4.3286 0.7250 -1.2070
H 3.0990 1.2316 -2.3599
C 2.8202 1.9319 -0.3077
C 1.3923 2.4720 -0.4038
O 0.9416 3.1959 0.4606
N 0.6651 2.1377 -1.4932
H 1.0572 1.5686 -2.2216
C -0.6898 2.6389 -1.6566
C -1.5577 2.2357 -0.4929
C -2.0859 3.1794 0.3789
C -2.8477 2.7547 1.4535
C -3.0547 1.3945 1.6138
N -2.5591 0.4849 0.7901
C -1.8269 0.8971 -0.2301
H -1.4396 0.1122 -0.8700
H -3.6425 1.0090 2.4373
H -3.2656 3.4610 2.1533
H -1.8875 4.2291 0.2238
H -1.0898 2.2330 -2.5878
H -0.6656 3.7328 -1.7210
C 3.0162 1.3592 1.1039
C 2.2740 0.0319 1.2323
H 2.4522 -0.4229 2.2067
H 1.1907 0.1982 1.1049
H 2.6304 2.0679 1.8369
H 4.0774 1.1925 1.2886
H 3.4617 2.8161 -0.4108
H 2.9830 -1.2238 -1.7609
H 1.4763 -0.3773 -1.3179
H 1.0689 -3.2582 -1.8449
H -1.3706 -3.3150 -2.3791

HOMO-LUMO gap in eV: 8.695
Charge: 0
Maximum force in eV Å⁻¹: 1.01
SMILES string: CSc1ccc(S(=O)(=O)N2CCC(C(=O)NCc3cccnc3)CC2)cc1
Molecular weight in g/mol: 405.5
Highest occupied orbital energy in eV: -8.297

=====

No. 3
An isolated molecule of C5H7NO. Source: the OMol25 dataset; level of theory: ωB97M-V with the def2-TZVPD basis set.

Geometry (Å):
C 0.3948 -1.4399 -1.2310
C 0.2367 -0.2636 -0.3221
N 1.3713 0.3090 0.4038
C 0.2041 -0.0586 1.1708
C -0.8452 1.0620 1.0726
C -0.7689 0.8521 -0.4586
O -1.3517 1.3249 -1.3977
H -0.5827 -1.8625 -1.4868
H 1.0067 -2.2138 -0.7608
H 0.8835 -1.1236 -2.1574
H 1.4689 1.3174 0.3047
H 0.3951 -0.7682 1.9653
H -0.5486 2.0292 1.4884
H -1.8640 0.8357 1.4090

HOMO-LUMO gap in eV: 10.459
Charge: 0
Maximum force in eV Å⁻¹: 0.63
SMILES string: C[C@]12N[C@H]1CC2=O
Molecular weight in g/mol: 97.1
Highest occupied orbital energy in eV: -9.479

=====

No. 4
An isolated molecule of C5H11NO in a non-equilibrium geometry. Source: the OMol25 dataset; level of theory: ωB97M-V with the def2-TZVPD basis set.

Geometry (Å):
C 0.9650 -2.0192 0.2496
C 0.7012 -0.7185 1.0088
N -0.2074 0.1881 0.3172
C -1.6274 -0.0033 0.5254
C 0.2140 1.1003 -0.5895
O 1.5255 1.0184 -0.9363
C -0.4729 2.0992 -1.2214
H 1.6299 -2.6701 0.8284
H 1.4428 -1.8041 -0.7104
H 0.0396 -2.5752 0.0618
H 1.6433 -0.1929 1.1770
H 0.2594 -0.9366 1.9893
H -1.9189 0.3116 1.5343
H -2.1764 0.5939 -0.2045
H -1.9055 -1.0568 0.3933
H -0.3122 2.1627 -2.2945
H 1.5466 1.9253 -1.3142
H -1.3464 2.5773 -0.8145

HOMO-LUMO gap in eV: 8.466
Charge: 0
Maximum force in eV Å⁻¹: 1.12
SMILES string: C=C(O)N(C)CC
Molecular weight in g/mol: 101.1
Highest occupied orbital energy in eV: -7.488

=====

No. 5
C4H10ClMgO2 as an isolated structure in a non-equilibrium geometry. Source: the OMol25 dataset; level of theory: ωB97M-V with the def2-TZVPD basis set.

Geometry (Å):
Mg -2.4226 2.2734 -2.1829
Cl -0.4040 3.3200 -2.7194
C 1.7387 -1.0085 1.0482
O 0.9174 -1.8510 0.2241
C -0.0136 -1.2571 -0.6810
C -1.1936 -0.7411 0.0534
O -0.7464 0.0951 1.1012
C -0.1979 1.2915 0.6104
H 2.1026 -0.0969 0.5104
H 2.6195 -1.6220 1.2712
H 1.1796 -0.7211 1.9763
H -0.2227 -2.1463 -1.3319
H 0.4508 -0.5533 -1.3391
H -1.7204 -1.5516 0.5643
H -1.8840 -0.2019 -0.6078
H 0.5875 1.0187 -0.1550
H 0.1558 1.8207 1.5008
H -0.9467 1.9315 0.1568

HOMO-LUMO gap in eV: 4.792
Charge: +1
Maximum force in eV Å⁻¹: 3.10
Molecular weight in g/mol: 149.9
Highest occupied orbital energy in eV: -12.661

=====

No. 6
F2NO4S2Sn as an isolated structure in a non-equilibrium geometry. Source: the OMol25 dataset; level of theory: ωB97M-V with the def2-TZVPD basis set.

Geometry (Å):
Sn 0.2534 8.8622 9.4819
N -2.0994 8.2351 11.1435
S -3.5254 8.0048 10.8557
O -4.3784 8.7494 11.7356
O -3.9858 6.7720 10.1136
F -3.5717 9.1470 9.6234
S -1.9425 6.7695 12.1317
O -1.6446 5.5242 11.4243
O -2.5972 6.7243 13.3964
F -0.4859 7.3583 12.6651

HOMO-LUMO gap (spin up / spin down) in eV: 6.531 / 6.230
Charge: +2
Maximum force in eV Å⁻¹: 12.25
Multiplicity: 2
Molecular weight in g/mol: 298.8
⟨S²⟩: 0.766
Highest occupied orbital energy (spin up / spin down) in eV: -20.124 / -20.062